Below is the ion C4H9NOS with charge +1, with properties calculated with the ωB97M-V functional and the def2-TZVPD basis.

The geometry in XYZ format:
```
16
Properties=species:S:1:pos:R:3:forces:R:3
O 2.140 1.377 -0.286 -0.0570 -0.1806 -0.1878
C 1.026 1.459 0.088 -0.0917 0.6644 0.2559
C 0.314 0.209 0.758 -0.3206 -2.3799 1.4649
C 0.020 -0.896 -0.344 0.5786 0.3442 -0.6495
C -1.427 -0.785 -0.717 -0.9667 -0.5854 -1.4191
S -1.901 0.742 -1.549 -0.2807 1.1532 0.6686
N 1.175 -0.258 1.784 0.1753 1.4553 -1.1758
H 0.434 2.389 0.123 -0.0917 -0.1283 -0.1219
H -0.625 0.306 1.297 -0.2823 1.0870 -0.5281
H 0.604 -0.693 -1.233 0.2836 0.2928 -0.1647
H 0.374 -1.887 -0.057 -0.4088 0.0333 0.5816
H -2.165 -0.946 0.067 0.2323 0.2343 0.3418
H -1.733 -1.509 -1.475 0.5449 -0.5708 0.2192
H -1.288 0.683 -2.740 0.2401 -0.5148 0.1199
H 2.161 -0.163 1.553 0.1719 -0.5007 0.4235
H 0.891 -0.026 2.730 0.2729 -0.4040 0.1715
```
Positions in Å, forces in eV/Å.

Computed properties:
2S+1 ... 2
Energy relative to the best compared isomer or geometry (same formula, charge and spin) ... 0.985 eV
HOMO-LUMO gap (spin up / spin down) ... 9.22 / 4.68 eV
E_HOMO (spin up / spin down) ... -13.4 / -13.2 eV
LUMO energy (spin up / spin down) ... -4.182 / -8.545 eV
Maximum force ... 0.0547 hartree/bohr
Net charge ... +1

Results of the Löwdin charge analysis, in e, for atoms 1 through 6: atom 1 (O): 0.18, atom 2 (C): -0.14, atom 3 (C): -0.28, atom 4 (C): -0.17, atom 5 (C): -0.55, atom 6 (S): 0.79

***

Below is a structure of composition C4H9NOS2, with properties calculated with the ωB97M-V functional and the def2-TZVPD basis.

The geometry in XYZ format:
```
17
Properties=species:S:1:pos:R:3:forces:R:3
S 0.094 -2.630 -0.634 -0.7670 -1.6910 0.4742
S 1.473 -0.728 -1.261 -0.3114 1.2505 0.2662
C -0.166 0.588 -1.298 0.6814 2.3237 -1.3714
C -1.379 0.791 -0.408 0.6693 -2.9712 1.0119
C -1.057 0.819 1.099 -0.6212 1.9781 -0.2018
N -0.216 1.807 1.561 0.3676 -0.3043 -0.0171
C 0.970 2.393 0.961 0.1963 -0.2849 -0.5867
O -1.754 0.258 1.920 -0.2518 -0.7582 0.1863
H 0.012 -3.233 -1.829 0.0259 0.1388 -0.0738
H 0.417 -0.173 -0.437 0.5192 -0.4062 -0.1097
H -0.325 0.467 -2.361 -0.3735 -0.3567 0.2793
H -1.931 1.702 -0.595 0.2062 0.4047 -0.4319
H -2.084 -0.061 -0.444 -0.1832 0.3053 -0.1242
H -0.304 1.881 2.561 0.1708 -0.0761 0.1148
H 0.831 3.459 0.791 0.1654 0.2751 0.3418
H 1.866 2.170 1.560 -0.2586 0.2940 -0.0150
H 1.134 1.978 -0.042 -0.2352 -0.1214 0.2571
```
Positions in Å, forces in eV/Å.

Computed properties:
2S+1 ... 2
Energy relative to the best compared isomer or geometry (same formula, charge and spin) ... 3.916 eV
HOMO-LUMO gap (spin up / spin down) ... 5.28 / 5.98 eV
E_HOMO (spin up / spin down) ... -1.8 / -2.5 eV
LUMO energy (spin up / spin down) ... 3.494 / 3.441 eV
Maximum force ... 0.0624 hartree/bohr
Net charge ... -1

Results of the Löwdin charge analysis, in e, for atoms 1 through 6: atom 1 (S): 0.05, atom 2 (S): 0.31, atom 3 (C): -0.49, atom 4 (C): -0.22, atom 5 (C): -0.52, atom 6 (N): 0.00

***

Below is the molecule C4H9NOS2, with properties calculated with the ωB97M-V functional and the def2-TZVPD basis.

The geometry in XYZ format:
```
17
Properties=species:S:1:pos:R:3:forces:R:3
C -0.398 2.807 0.264 -0.8639 -0.4185 -0.2250
S 1.343 2.529 0.579 -0.2115 -0.0285 0.4473
S 1.679 0.698 -0.191 -0.3596 -0.1281 0.0692
C 0.842 -0.543 0.903 1.3085 -0.5616 -1.3567
C -0.200 -1.334 0.112 -0.7512 0.4812 0.8311
N -1.146 -0.459 -0.580 0.3483 -0.1570 -0.4376
C 0.416 -2.350 -0.820 0.1829 0.1848 -0.5200
O 1.557 -2.710 -0.775 0.2951 -0.2185 0.1718
H -1.095 2.022 0.566 0.6027 -0.3506 0.5652
H -0.674 3.680 0.852 -0.0002 0.3529 -0.4551
H -0.618 2.836 -0.802 0.2361 0.7874 -0.0877
H 0.451 -0.242 1.865 0.2205 0.5963 0.0205
H 1.739 -1.166 0.983 -0.5024 -0.4128 0.8112
H -0.794 -1.860 0.869 0.1346 -0.3377 -0.1221
H -0.816 -0.349 -1.537 -0.2544 0.3685 0.1112
H -2.062 -0.876 -0.622 -0.1634 -0.1168 -0.0576
H -0.223 -2.683 -1.667 -0.2223 -0.0411 0.2343
```
Positions in Å, forces in eV/Å.

Computed properties:
2S+1 ... 1
Energy relative to the best compared isomer or geometry (same formula, charge and spin) ... 1.194 eV
HOMO-LUMO gap ... 9.02 eV
E_HOMO ... -8.4 eV
LUMO energy ... 0.637 eV
Maximum force ... 0.0382 hartree/bohr

Results of the Löwdin charge analysis, in e, for atoms 1 through 6: atom 1 (C): -0.51, atom 2 (S): 0.42, atom 3 (S): 0.48, atom 4 (C): -0.44, atom 5 (C): -0.45, atom 6 (N): 0.03

***

Below is a cluster of 2 separate species, C4H9NOS2 in total, with properties calculated with the ωB97M-V functional and the def2-TZVPD basis.

The geometry in XYZ format:
```
17
Properties=species:S:1:pos:R:3:forces:R:3
N -2.274 -2.046 0.324 0.3387 -0.2254 0.3327
C 2.552 0.540 0.417 -0.3331 0.1387 -0.2579
C 3.328 -0.570 -0.044 0.6302 0.0657 -0.3446
O 2.892 -1.445 -0.776 -0.3336 -0.1205 -0.0719
C 1.163 0.620 0.004 -0.1927 -0.1207 1.1169
S 0.230 1.973 0.783 0.3543 0.0237 -0.8384
S -1.659 1.025 0.776 -0.5921 0.3701 0.1728
C -2.472 1.303 -0.663 1.4109 0.2818 0.7624
H -2.544 -1.618 1.198 -0.1309 -0.1197 0.0283
H -3.004 -2.667 0.009 -0.0656 0.1317 -0.1245
H 2.985 1.297 1.055 0.0599 -0.1261 0.2422
H 4.382 -0.626 0.271 -0.0003 0.1162 0.2349
H 1.079 0.749 -1.074 -0.0539 -0.0383 -0.2042
H 0.613 -0.312 0.252 -0.0141 -0.1790 -0.2672
H -2.108 -1.294 -0.324 -0.2408 -0.1706 -0.2729
H -3.183 2.115 -0.641 -0.6878 -0.5059 -0.3135
H -1.982 0.954 -1.566 -0.1491 0.4784 -0.1952
```
Positions in Å, forces in eV/Å.

Computed properties:
2S+1 ... 1
Energy relative to the best compared isomer or geometry (same formula, charge and spin) ... 6.262 eV
HOMO-LUMO gap ... 3.50 eV
E_HOMO ... -7.2 eV
LUMO energy ... -3.669 eV
Maximum force ... 0.0317 hartree/bohr

Results of the Löwdin charge analysis, in e, for atoms 1 through 6: atom 1 (N): 0.00, atom 2 (C): -0.08, atom 3 (C): -0.32, atom 4 (O): 0.03, atom 5 (C): -0.60, atom 6 (S): 0.56

***

Below is the molecule C4H9NOSi, with properties calculated with the ωB97M-V functional and the def2-TZVPD basis.

The geometry in XYZ format:
```
16
Properties=species:S:1:pos:R:3:forces:R:3
C -0.482 1.041 -1.118 1.3468 0.8833 -1.4057
N -0.904 0.084 -1.833 0.1503 -1.1472 -0.1130
O 0.158 -0.814 -2.144 0.2689 2.0003 -0.9088
C 0.285 -1.784 -1.115 -3.6244 -0.1839 1.1123
C 0.593 -1.081 0.186 -0.9465 0.6683 0.0522
C -0.296 -0.192 0.719 2.1023 -1.2137 2.2942
Si 0.169 1.147 2.042 -0.7086 -1.5778 -2.3751
H -1.211 1.711 -0.751 -0.8536 0.7824 0.1606
H 0.570 1.370 -1.028 -0.5271 -0.4986 -0.0300
H 1.102 -2.354 -1.424 0.9608 -1.3488 -0.5012
H -0.769 -2.327 -1.180 2.3014 0.4912 0.7513
H 1.632 -1.083 0.503 0.0736 0.2248 -0.1880
H -1.317 -0.382 0.567 -1.2847 -0.0749 -0.4451
H -0.235 0.802 3.356 0.5102 -0.4908 1.3553
H -0.670 2.240 1.781 -1.1896 1.3504 -0.3709
H 1.377 1.622 1.438 1.4202 0.1352 0.6120
```
Positions in Å, forces in eV/Å.

Computed properties:
2S+1 ... 1
Energy relative to the best compared isomer or geometry (same formula, charge and spin) ... 6.815 eV
HOMO-LUMO gap ... 9.53 eV
E_HOMO ... -9.1 eV
LUMO energy ... 0.444 eV
Maximum force ... 0.0738 hartree/bohr

Results of the Löwdin charge analysis, in e, for atoms 1 through 6: atom 1 (C): -0.12, atom 2 (N): -0.01, atom 3 (O): -0.17, atom 4 (C): -0.22, atom 5 (C): -0.15, atom 6 (C): -0.33

***

Below is the molecule C4H9NOSi, with properties calculated with the ωB97M-V functional and the def2-TZVPD basis.

The geometry in XYZ format:
```
16
Properties=species:S:1:pos:R:3:forces:R:3
C 1.368 -0.704 1.082 -1.3438 -2.9140 1.2789
N 2.167 -0.522 0.148 2.0218 1.2118 -1.9283
O 1.920 -0.752 -1.219 -0.1493 0.0536 1.8355
C 0.621 -1.167 -1.538 -0.8700 -0.7701 1.8007
C -0.519 -0.295 -1.029 1.8160 -0.2583 0.2781
C -0.389 0.659 -0.132 -0.3748 2.4870 1.7458
Si -1.708 1.639 0.846 0.8029 -0.7858 0.5340
H 1.772 -0.322 2.004 -0.0014 -0.0930 0.4856
H 0.455 -1.389 1.171 1.0498 1.3249 -0.5073
H 0.444 -2.204 -1.040 0.1084 1.2417 -1.2631
H 0.660 -1.153 -2.595 -0.3229 -0.7035 -1.1842
H -1.488 -0.630 -1.268 -1.1119 -0.5501 -0.4032
H 0.543 1.180 0.257 -0.8773 -1.2742 -1.3267
H -2.168 1.150 2.285 0.6162 0.2808 -1.4436
H -2.899 1.708 0.009 -0.4351 0.4609 -0.0566
H -0.779 2.803 1.020 -0.9287 0.2884 0.1546
```
Positions in Å, forces in eV/Å.

Computed properties:
2S+1 ... 1
Energy relative to the best compared isomer or geometry (same formula, charge and spin) ... 6.642 eV
HOMO-LUMO gap ... 9.93 eV
E_HOMO ... -9.1 eV
LUMO energy ... 0.801 eV
Maximum force ... 0.0672 hartree/bohr

Results of the Löwdin charge analysis, in e, for atoms 1 through 6: atom 1 (C): -0.12, atom 2 (N): -0.03, atom 3 (O): -0.12, atom 4 (C): -0.21, atom 5 (C): -0.18, atom 6 (C): -0.35

***

Below is the molecule C4H9NS, with properties calculated with the ωB97M-V functional and the def2-TZVPD basis.

The geometry in XYZ format:
```
15
Properties=species:S:1:pos:R:3:forces:R:3
N 2.662 -0.289 0.271 -2.0588 0.6391 -4.4777
S 1.208 0.001 -0.258 1.8671 0.8560 -0.4645
C 0.249 1.347 -0.020 0.9457 -1.1532 -0.2578
C -1.147 0.942 -0.145 -3.8404 0.8707 -1.3402
C -1.229 -0.415 0.462 1.1354 1.2931 2.2303
C -0.190 -1.217 -0.159 1.5354 -1.6746 -2.4153
H 2.864 -0.411 1.183 0.1205 -0.1716 4.0628
H 1.654 -0.125 -1.563 -0.5586 -0.3342 0.3547
H 0.548 2.329 -0.297 0.7218 0.4001 -0.0156
H -1.881 1.607 0.418 1.0317 -0.4810 -0.6613
H -1.643 0.849 -1.226 1.1760 0.4448 1.5762
H -0.781 -0.187 1.450 -0.4973 -0.4041 0.1747
H -2.175 -0.794 0.686 -1.5681 -0.9563 -0.3974
H 0.202 -2.036 0.445 -0.0684 -0.0783 -0.1389
H -0.343 -1.600 -1.247 0.0581 0.7495 1.7699
```
Positions in Å, forces in eV/Å.

Computed properties:
2S+1 ... 1
Energy relative to the best compared isomer or geometry (same formula, charge and spin) ... 5.271 eV
HOMO-LUMO gap ... 8.56 eV
E_HOMO ... -7.8 eV
LUMO energy ... 0.756 eV
Maximum force ... 0.0966 hartree/bohr

Results of the Löwdin charge analysis, in e, for atoms 1 through 6: atom 1 (N): -0.29, atom 2 (S): 0.86, atom 3 (C): -0.37, atom 4 (C): -0.36, atom 5 (C): -0.33, atom 6 (C): -0.28

***

> maximum force of number 3 (C4H9NOS2)?

0.0382 hartree/bohr

***

> energy relative to the best compared isomer or geometry (same formula, charge and spin) of number 6 (C4H9NOSi)?

6.642 eV